(1)
C3H6IN | ωB97M-V/def2-TZVPD

As for the energy above the lowest of the compared OMol25 structures with the same formula, charge and spin: 90.0 kcal/mol. The value obtained for the HOMO-LUMO gap (spin up / spin down) is 0.288 / 0.291 Ha.

Element x y z (Å)
C -0.686 -0.008 -0.083
C 0.201 2.716 0.122
C 0.486 -2.172 -0.066
N 0.124 -0.850 -0.128
I -2.866 0.062 0.082
H -0.162 2.693 -0.966
H -0.511 2.311 0.927
H 1.313 2.739 0.341
H 1.095 -2.349 -1.040
H -0.238 -2.890 0.126
H 1.243 -2.252 0.685

=====

(2)
C2H2N4 | ωB97M-V/def2-TZVPD

As for the energy above the lowest of the compared OMol25 structures with the same formula, charge and spin: 83.4 kcal/mol. The value obtained for the HOMO-LUMO gap is 0.310 Ha. As for the structure (SMILES): c1nncnn1.

Element x y z (Å)
C 1.380 0.035 -0.166
N 0.682 1.062 0.094
N -0.659 1.191 0.056
C -1.263 0.036 0.195
N -0.711 -1.091 -0.360
N 0.469 -1.246 -0.724
H 2.387 0.050 0.337
H -2.284 -0.037 0.569

=====

(3)
C8H24BBeF4O8 | ωB97M-V/def2-TZVPD

As for the energy above the lowest of the compared OMol25 structures with the same formula, charge and spin: 37.2 kcal/mol. The value obtained for the HOMO-LUMO gap is 0.325 Ha. The total charge is +1.

Element x y z (Å)
Be -0.230 0.271 0.326
B -0.560 2.906 -2.449
F -1.075 1.881 -3.294
F -1.616 3.361 -1.642
F 0.352 2.387 -1.512
F -0.115 3.924 -3.238
C 1.131 -1.577 -2.427
C 2.410 -1.472 -3.194
O 2.343 -0.436 -4.177
O 0.917 -0.275 -1.819
H 1.184 -2.266 -1.578
H 0.192 -1.890 -2.885
H 2.585 -2.425 -3.704
H 3.343 -1.294 -2.654
H 2.979 -0.558 -4.886
H 1.332 0.309 -2.474
C 2.686 0.602 1.796
C 2.636 -0.713 1.140
O 1.282 -1.166 0.955
O 1.799 1.487 1.171
H 3.747 0.869 1.782
H 2.382 0.441 2.835
H 3.229 -1.390 1.761
H 3.025 -0.877 0.133
H 0.975 -1.675 1.714
H 1.768 2.307 1.672
C -1.469 -0.709 3.359
C -0.643 0.484 3.766
O -0.410 1.449 2.742
O -0.838 -1.357 2.274
H -2.418 -0.299 2.986
H -1.839 -1.333 4.174
H 0.344 0.257 4.177
H -1.209 0.928 4.590
H -0.201 2.306 3.123
H -1.330 -2.181 2.167
C -3.098 -1.017 -0.588
C -3.086 0.427 -0.990
O -2.395 1.188 -0.036
O -1.688 -1.403 -0.473
H -3.649 -1.682 -1.248
H -3.551 -1.035 0.407
H -4.100 0.833 -1.039
H -2.714 0.629 -1.999
H -2.663 2.116 -0.033
H -1.743 -2.334 -0.712

=====

(4)
C4H8O2 | ωB97M-V/def2-TZVPD

As for the energy above the lowest of the compared OMol25 structures with the same formula, charge and spin: 127.0 kcal/mol. The value obtained for the HOMO-LUMO gap is 0.309 Ha.

Element x y z (Å)
O 1.422 1.057 -0.208
C 1.446 -0.133 -0.678
C 0.180 -1.275 0.263
C -0.838 -0.484 0.803
C -1.070 1.386 -0.161
O -1.304 1.285 -1.340
H 0.091 1.183 0.173
H 2.292 -0.767 -0.386
H 1.102 -0.286 -1.712
H 0.894 -1.675 0.977
H -0.094 -1.957 -0.539
H -1.858 -0.580 0.443
H -0.738 -0.099 1.816
H -1.708 1.991 0.518

=====

(5)
C36H37NOP2Pd | ωB97M-V/def2-TZVPD

The spin multiplicity is 3. As for the energy above the lowest of the compared OMol25 structures with the same formula, charge and spin: 61.8 kcal/mol. The value obtained for the HOMO-LUMO gap (spin up / spin down) is 0.284 / 0.202 Ha. Its expectation value of S² is 2.008.

Element x y z (Å)
Pd -3.607 1.719 -2.368
C 2.145 0.524 -0.905
C 1.624 1.205 -1.918
C 1.505 0.689 -3.325
C 0.194 -0.037 -3.829
C -0.215 -1.278 -3.069
C 0.402 -1.790 -1.974
C 1.924 -1.895 -1.887
C 2.609 -0.894 -0.946
C -4.119 0.851 -0.646
H 2.522 1.108 -0.055
H 1.397 2.290 -1.777
H 2.393 0.058 -3.523
H 1.618 1.541 -4.001
H -0.681 0.643 -3.857
H 0.370 -0.210 -4.909
H -1.276 -1.534 -3.307
H -0.153 -2.207 -1.104
H 2.330 -1.700 -2.884
H 2.222 -2.917 -1.597
H 2.590 -1.359 0.043
H 3.676 -0.820 -1.180
H -3.632 1.290 0.258
H -3.536 -0.024 -1.031
H -5.181 0.598 -0.530
P -4.100 5.395 -5.394
P -5.958 3.093 -6.027
C -3.837 4.485 -6.922
C -4.776 3.570 -7.299
C -4.069 7.156 -6.119
C -3.446 7.501 -7.334
C -3.516 8.820 -7.822
C -4.202 9.812 -7.107
C -4.850 9.466 -5.909
C -4.811 8.150 -5.429
C -2.406 5.132 -4.689
C -2.127 3.926 -4.021
C -0.887 3.725 -3.445
C 0.069 4.753 -3.467
C -0.228 5.969 -4.100
C -1.445 6.138 -4.757
C -7.403 3.200 -7.234
C -7.783 4.460 -7.765
C -8.821 4.511 -8.697
C -9.496 3.352 -9.090
C -9.124 2.117 -8.542
C -8.068 2.041 -7.634
C -5.726 1.262 -5.897
C -6.367 0.616 -4.817
C -6.252 -0.765 -4.666
C -5.468 -1.503 -5.566
C -4.762 -0.849 -6.583
C -4.873 0.539 -6.737
H -2.878 4.619 -7.447
H -4.886 3.169 -8.325
H -2.906 6.752 -7.926
H -3.038 9.077 -8.772
H -4.248 10.840 -7.481
H -5.406 10.228 -5.351
H -5.357 7.880 -4.516
H -2.918 3.159 -3.898
H -0.679 2.789 -2.915
H 1.035 4.606 -2.975
H 0.479 6.794 -4.064
H -1.666 7.054 -5.296
H -7.255 5.370 -7.453
H -9.118 5.474 -9.113
H -10.323 3.401 -9.795
H -9.652 1.207 -8.801
H -7.741 1.069 -7.235
H -6.928 1.211 -4.091
H -6.761 -1.261 -3.836
H -5.389 -2.588 -5.449
H -4.109 -1.418 -7.248
H -4.278 1.048 -7.498
O -0.459 0.967 0.495
C -1.209 1.466 -0.303
N -1.994 1.914 -1.106

=====

(6)
C4H47NO21 | ωB97M-V/def2-TZVPD

The value obtained for the HOMO-LUMO gap is 0.367 Ha.

Element x y z (Å)
C -2.055 0.423 -0.920
O -1.292 -0.674 -0.463
C -1.837 -1.434 0.603
C -2.299 -0.565 1.776
N -2.227 -1.393 2.991
C -2.930 -2.398 0.092
O -4.055 -2.438 0.977
O -5.233 -1.969 0.313
H -1.772 0.603 -1.957
H -1.840 1.330 -0.342
H -3.135 0.238 -0.878
H -0.985 -2.008 0.963
H -3.305 -0.160 1.621
H -1.617 0.281 1.862
H -3.150 -1.770 3.180
H -1.990 -0.822 3.796
H -3.269 -2.073 -0.894
H -2.561 -3.422 -0.003
H -5.163 -1.005 0.404
O -2.444 -4.271 4.596
H -2.073 -3.495 4.156
H -3.156 -3.941 5.151
O 0.457 -3.062 2.989
H -0.290 -2.436 3.011
H 0.785 -3.082 3.893
O 0.199 1.546 -3.215
H 0.831 1.411 -3.936
H 0.442 0.826 -2.615
O 1.428 4.055 -3.033
H 1.108 4.342 -3.896
H 0.877 3.289 -2.794
O 1.285 -0.608 -4.808
H 1.789 -1.053 -5.494
H 0.364 -0.817 -4.992
O 2.672 6.337 -1.916
H 2.493 5.388 -2.044
H 1.839 6.631 -1.512
O 0.840 -0.295 1.494
H 1.595 -0.892 1.437
H 0.427 -0.309 0.615
O 0.848 6.413 0.484
H 0.077 5.988 0.868
H 1.465 6.525 1.222
O -6.771 0.653 -0.063
H -7.426 1.112 -0.596
H -7.243 -0.109 0.290
O 4.984 4.786 -1.041
H 5.645 5.235 -0.507
H 4.354 5.483 -1.290
O -0.552 -6.616 4.283
H 0.294 -6.394 4.681
H -1.140 -5.878 4.488
O 3.492 6.506 1.273
H 4.165 5.916 1.622
H 3.448 6.288 0.331
O -0.302 -7.268 1.426
H -0.382 -8.226 1.470
H -0.402 -6.966 2.342
O 3.549 -2.075 2.308
H 2.842 -2.446 2.850
H 4.256 -1.858 2.920
O 2.662 1.016 -1.607
H 3.215 1.252 -2.368
H 2.532 1.842 -1.132
O 0.033 6.311 -4.132
H 0.705 6.688 -3.554
H -0.522 7.045 -4.405
O 0.936 -9.998 0.846
H 1.576 -9.286 0.749
H 0.982 -10.495 0.025
O 3.748 2.319 -3.936
H 4.636 2.632 -4.127
H 3.262 3.096 -3.622

=====

(7)
C7H13NO | ωB97M-V/def2-TZVPD

As for the energy above the lowest of the compared OMol25 structures with the same formula, charge and spin: 15.4 kcal/mol. The value obtained for the HOMO-LUMO gap is 0.317 Ha. As for the structure (SMILES): CC1=CC[C@@](C)(CO)N1.

Element x y z (Å)
C -0.512 -0.601 0.447
C -1.317 -1.154 -0.756
C -0.958 0.830 0.836
C -0.609 -1.577 1.620
C 2.332 1.317 -0.978
N 0.884 -0.423 0.043
C 1.097 0.920 -0.244
C 0.116 1.691 0.233
O -0.897 -0.609 -1.988
H -0.969 0.345 -1.927
H 1.210 -1.084 -0.646
H -2.403 -0.995 -0.591
H -1.147 -2.230 -0.850
H -1.952 1.076 0.439
H -0.998 0.937 1.919
H 0.076 2.761 0.232
H -0.294 -2.572 1.311
H -1.633 -1.629 1.977
H 0.044 -1.243 2.428
H 3.172 0.714 -0.641
H 2.561 2.366 -0.813
H 2.198 1.158 -2.052

=====

(8)
C5H8N2 | ωB97M-V/def2-TZVPD

As for the energy above the lowest of the compared OMol25 structures with the same formula, charge and spin: 52.8 kcal/mol. The value obtained for the HOMO-LUMO gap is 0.388 Ha. As for the structure (SMILES): C[C@H]1[C@@H](C#N)N1C.

Element x y z (Å)
C -2.038 0.053 0.000
C -0.637 -0.431 -0.257
C 0.416 0.621 -0.714
C 0.605 2.045 -0.405
N 1.026 3.076 -0.083
N 0.517 -0.136 0.503
C 1.597 -1.052 0.761
H -2.008 1.048 0.446
H -2.497 0.134 -0.995
H -2.665 -0.615 0.600
H -0.607 -1.433 -0.729
H 0.835 0.373 -1.690
H 1.865 -1.719 -0.076
H 1.318 -1.653 1.630
H 2.469 -0.443 1.019

=====

no.,DFT total energy (Eh)
1,-470.1794
2,-296.2919
3,-1360.0719
4,-307.5101
5,-2334.3086
6,-1815.2809
7,-404.5029
8,-304.7514